Entry 1:
{"formula": "C37H73FN3O8S", "method": "the ωB97M-V functional and the def2-TZVPD basis", "symbols": ["C", "C", "O", "C", "C", "C", "C", "C", "N", "C", "C", "C", "F", "C", "C", "C", "C", "C", "C", "C", "S", "C", "N", "N", "C", "O", "H", "H", "H", "H", "H", "H", "H", "H", "H", "H", "H", "H", "H", "H", "H", "H", "H", "H", "H", "H", "H", "H", "H", "H", "H", "H", "H", "H", "H", "H", "H", "H", "H", "H", "H", "H", "H", "C", "C", "O", "C", "H", "H", "H", "H", "H", "H", "C", "C", "O", "C", "H", "H", "H", "H", "H", "H", "C", "C", "O", "C", "H", "H", "H", "H", "H", "H", "C", "C", "O", "C", "H", "H", "H", "H", "H", "H", "C", "C", "O", "C", "H", "H", "H", "H", "H", "H", "C", "C", "O", "C", "H", "H", "H", "H", "H", "H"], "coordinates": [[0.8200, -5.5519, -0.0971], [0.8094, -5.4383, -1.6261], [1.6450, -4.3989, -2.0867], [1.0073, -3.1420, -2.1935], [2.0076, -2.0506, -1.8487], [2.0728, -0.8663, -2.8408], [1.3651, 0.4072, -2.3418], [2.2989, 1.4050, -1.6694], [2.4710, 1.0450, -0.2225], [3.8978, 0.9701, 0.2219], [4.7491, 0.0215, -0.6055], [6.0482, 0.7058, -1.0130], [6.6874, -0.0197, -1.9802], [1.7153, 1.9856, 0.6916], [0.2402, 2.1193, 0.3699], [-0.6126, 0.8778, 0.6829], [-1.8006, 0.7466, -0.2768], [-3.0759, 1.3854, 0.2612], [-4.0561, 1.6632, -0.8633], [-5.4588, 2.0076, -0.3969], [-6.2456, 0.6202, 0.4481], [-7.3089, 0.0489, -0.7864], [-7.6791, 0.5947, -1.9019], [-8.5429, -0.3296, -2.5053], [-8.6153, -1.3295, -1.6876], [-7.8489, -1.1730, -0.5738], [-0.1827, -5.5264, 0.3134], [1.2977, -6.4692, 0.2235], [1.3695, -4.7195, 0.3320], [1.1933, -6.3587, -2.0514], [-0.2104, -5.3251, -1.9926], [0.5953, -3.0212, -3.1976], [0.1666, -3.1032, -1.4980], [1.7239, -1.6602, -0.8683], [2.9935, -2.4847, -1.7206], [1.5851, -1.1720, -3.7612], [3.1030, -0.6578, -3.1124], [0.5959, 0.1014, -1.6376], [0.8487, 0.8848, -3.1671], [3.2587, 1.4309, -2.1678], [1.8698, 2.3965, -1.7404], [2.0517, 0.1267, -0.0768], [4.3024, 1.9756, 0.2671], [3.8776, 0.6027, 1.2441], [4.9793, -0.8629, -0.0307], [4.2701, -0.2688, -1.5339], [5.8381, 1.7063, -1.3939], [6.7036, 0.8290, -0.1529], [2.2477, 2.9290, 0.6867], [1.8143, 1.5562, 1.6862], [-0.1125, 2.9418, 0.9888], [0.0681, 2.4506, -0.6485], [0.0057, -0.0184, 0.5601], [-0.9594, 0.8955, 1.7104], [-1.5694, 1.2237, -1.2284], [-2.0113, -0.2979, -0.4946], [-3.5199, 0.7792, 1.0433], [-2.7916, 2.3404, 0.7146], [-3.6861, 2.4596, -1.5033], [-4.1490, 0.7740, -1.4900], [-6.0629, 2.1954, -1.2785], [-5.4910, 2.8857, 0.2368], [-9.1923, -2.2216, -1.8212], [9.8131, -0.4743, -1.9564], [10.5279, -0.8991, -0.6969], [10.3905, -0.2906, 0.3392], [11.4105, -2.1198, -0.7898], [9.2206, 0.4122, -1.7520], [10.5326, -0.2496, -2.7451], [9.1538, -1.2724, -2.2995], [12.1989, -1.9561, -1.5256], [10.8217, -2.9847, -1.0991], [11.8607, -2.3191, 0.1794], [4.6652, -4.2762, 2.4010], [4.7042, -2.7842, 2.5848], [4.3002, -2.0305, 1.7212], [5.2694, -2.2705, 3.8834], [4.2398, -4.5167, 1.4297], [5.6744, -4.6854, 2.4645], [4.0569, -4.7317, 3.1841], [6.3009, -2.6053, 3.9984], [4.6868, -2.6554, 4.7219], [5.2438, -1.1827, 3.8952], [-3.7163, -3.5861, 2.5615], [-3.7685, -2.8792, 1.2355], [-3.3656, -1.7433, 1.1064], [-4.3450, -3.6410, 0.0661], [-3.2989, -2.9237, 3.3106], [-4.7175, -3.8931, 2.8696], [-3.0841, -4.4721, 2.4854], [-5.3770, -3.9223, 0.2795], [-3.7694, -4.5497, -0.1116], [-4.3225, -3.0172, -0.8255], [-0.6771, -0.7002, 4.8968], [-0.3758, -1.9082, 4.0439], [-1.0715, -2.8932, 4.0700], [0.8353, -1.8206, 3.1429], [-1.5683, -0.8859, 5.4902], [0.1616, -0.4922, 5.5635], [-0.8453, 0.1729, 4.2633], [1.7332, -1.6534, 3.7384], [0.7183, -0.9875, 2.4461], [0.9417, -2.7452, 2.5795], [-5.5850, 6.2598, -3.8331], [-5.1701, 4.8880, -3.3640], [-4.7292, 4.7034, -2.2515], [-5.3376, 3.7528, -4.3438], [-5.4186, 6.9839, -3.0393], [-5.0036, 6.5467, -4.7105], [-6.6419, 6.2577, -4.1029], [-4.7472, 3.9434, -5.2415], [-6.3856, 3.6579, -4.6306], [-5.0091, 2.8217, -3.8869], [-4.9875, 6.4461, 3.3241], [-5.4937, 5.4810, 2.2792], [-5.5705, 4.2941, 2.4986], [-5.9004, 6.0695, 0.9496], [-4.7305, 5.9019, 4.2296], [-4.1045, 6.9691, 2.9533], [-5.7564, 7.1846, 3.5547], [-5.0514, 6.5752, 0.4873], [-6.7030, 6.7946, 1.0937], [-6.2450, 5.2803, 0.2859]], "mulliken_charge": [-0.662, -0.448, -0.413, -0.564, 0.142, -1.348, -0.207, -1.116, 1.056, -1.115, 0.811, -0.755, -0.348, -1.231, -0.560, 0.710, -1.539, -0.578, -0.762, -0.253, -0.183, 0.445, -0.081, -0.621, 0.074, -0.242, 0.209, 0.350, 0.065, 0.379, 0.346, 0.204, 0.300, -0.294, 0.497, 0.491, 0.640, 0.040, 0.564, 0.599, 0.527, -0.492, 0.654, 0.525, 0.085, -0.510, 0.335, 0.430, 0.400, 0.401, 0.582, 0.401, -0.638, 0.548, 0.489, 0.561, 0.432, 0.340, 0.514, 0.219, 0.355, -0.121, 0.423, -0.929, 0.818, -0.559, -1.085, 0.145, 0.396, 0.290, 0.320, 0.306, 0.304, -1.164, 0.856, -0.494, -1.290, 0.244, 0.380, 0.371, 0.407, 0.363, 0.268, -1.120, 0.866, -0.474, -1.198, 0.183, 0.410, 0.335, 0.352, 0.349, 0.267, -1.255, 0.739, -0.554, -0.137, 0.334, 0.394, 0.258, 0.392, -0.302, 0.127, -1.308, 0.915, -0.452, -1.031, 0.289, 0.360, 0.355, 0.406, 0.340, 0.146, -1.199, 0.854, -0.532, -0.950, 0.313, 0.324, 0.341, 0.303, 0.406, 0.148], "orbital_gap_ev": 8.13, "homo_ev": -10.086, "e_tot_ha": -2717.57015, "charge": 1, "multiplicity": 1}

Entry 2:
{"formula": "C5H14", "method": "the ωB97M-V functional and the def2-TZVPD basis", "symbols": ["C", "C", "C", "H", "H", "H", "H", "H", "H", "H", "H", "C", "C", "H", "H", "H", "H", "H", "H"], "coordinates": [[-0.3381, -0.4125, 3.1670], [-0.0891, -1.0703, 1.8017], [0.6390, -0.1165, 0.7445], [-0.5476, -1.1865, 3.8793], [0.6024, 0.3036, 3.3110], [-1.0586, 0.4341, 3.2621], [-1.0710, -1.4703, 1.3878], [0.6440, -1.9035, 1.9117], [0.4822, 1.0053, 0.6236], [0.2644, -0.5673, -0.2355], [1.8274, -0.1218, 0.9217], [-0.9198, 0.9761, -2.8294], [0.6000, 0.5179, -2.6055], [-0.9059, 1.3169, -3.9051], [-1.5612, 0.1224, -2.8496], [-0.9796, 1.7055, -1.9781], [0.8831, -0.1852, -3.5925], [0.6933, -0.1283, -1.7505], [1.3746, 1.3066, -2.6558]], "nbo_charge": [-0.620, -0.400, -0.632, 0.213, 0.200, 0.212, 0.197, 0.206, 0.213, 0.206, 0.209, -0.629, -0.592, 0.212, 0.208, 0.216, 0.176, 0.199, 0.208], "orbital_gap_ev": 11.92, "homo_ev": -10.856, "e_tot_ha": -198.81015, "charge": 0, "smiles": "CCC.CC", "multiplicity": 1}

Entry 3:
{"formula": "C4H10NO2P", "method": "the ωB97M-V functional and the def2-TZVPD basis", "symbols": ["C", "C", "C", "C", "N", "O", "O", "P", "H", "H", "H", "H", "H", "H", "H", "H", "H", "H"], "coordinates": [[-2.9700, -0.3888, 0.7641], [3.2365, 0.0714, -0.4300], [-2.0118, -0.6500, -0.1128], [0.3849, -0.1913, -1.0429], [-0.9951, 0.1822, -0.3241], [1.4956, -1.5890, 1.1427], [1.1491, 1.2923, 1.6266], [1.7338, -0.5799, 0.0739], [-3.9841, -0.8212, 0.7672], [-2.9952, 0.4249, 1.4942], [3.9278, -0.0616, 0.2294], [3.3100, 0.6821, -1.2754], [-2.1614, -1.5068, -0.8223], [0.6642, 0.8173, -1.5099], [0.2795, -1.0048, -1.7126], [-0.7843, 0.9221, 0.3852], [1.4072, 0.9197, 2.4395], [1.9343, 1.7506, 1.2115]], "nbo_charge": [-0.535, -1.070, 0.004, -0.616, -0.595, -1.031, -0.947, 1.848, 0.206, 0.189, 0.211, 0.236, 0.199, 0.248, 0.249, 0.405, 0.497, 0.503], "orbital_gap_ev": 8.35, "homo_ev": -7.931, "e_tot_ha": -704.90133, "charge": 0, "multiplicity": 1}

Entry 4:
{"formula": "C3H7NOS", "method": "the ωB97M-V functional and the def2-TZVPD basis", "symbols": ["C", "O", "C", "C", "N", "S", "H", "H", "H", "H", "H", "H", "H"], "coordinates": [[-2.1951, 0.2569, 0.6531], [-1.6178, -0.1574, -0.5868], [-0.4933, -0.9684, -0.5054], [0.8162, -0.3257, -0.0563], [1.7319, -1.2171, 0.3919], [1.0103, 1.3130, -0.0811], [-1.5289, 0.8873, 1.2299], [-2.5945, -0.5174, 1.3317], [-3.0115, 0.8556, 0.2823], [-0.3206, -1.3344, -1.5123], [-0.7119, -1.8562, 0.1265], [2.6638, -1.0375, 0.3213], [1.3921, -2.0030, 0.9205]], "nbo_charge": [-0.264, -0.515, -0.133, 0.086, -0.790, -0.109, 0.185, 0.165, 0.200, 0.220, 0.161, 0.401, 0.392], "orbital_gap_ev": 8.90, "homo_ev": -8.416, "e_tot_ha": -646.65310, "charge": 0, "smiles": "COCC(N)=S", "multiplicity": 1}

Entry 5:
{"formula": "H4O2", "method": "the ωB97M-V functional and the def2-TZVPD basis", "symbols": ["O", "H", "H", "O", "H", "H"], "coordinates": [[1.5766, -0.2376, -0.1305], [2.2330, 0.4754, -0.1134], [0.6571, 0.0765, -0.1431], [-1.3614, -0.1243, -0.2562], [-1.5207, 0.6197, 0.2978], [-1.5844, -0.8096, 0.3455]], "nbo_charge": [-0.974, 0.471, 0.491, -0.925, 0.465, 0.472], "orbital_gap_ev": 11.77, "homo_ev": -11.025, "e_tot_ha": -152.86895, "charge": 0, "smiles": "O.O", "multiplicity": 1}

Entry 6:
{"formula": "C6H13NO", "method": "the ωB97M-V functional and the def2-TZVPD basis", "symbols": ["C", "C", "C", "C", "N", "H", "H", "H", "H", "H", "H", "H", "H", "H", "C", "C", "O", "H", "H", "H", "H"], "coordinates": [[-0.9417, -0.6566, 0.3072], [-0.2209, 1.6777, -1.3396], [-1.4417, -1.2542, -0.9868], [-0.0057, 1.3985, 0.1036], [-0.2101, 2.1200, 1.0932], [-0.0146, 1.7822, 2.0270], [-1.6579, 0.0268, 0.7589], [-0.7249, -1.4224, 1.0513], [0.1862, 0.8797, -1.9586], [0.2654, 2.6229, -1.5874], [-1.2898, 1.7732, -1.5300], [-0.6178, -1.6963, -1.5538], [-1.9331, -0.5153, -1.6219], [-2.1704, -2.0486, -0.7948], [1.6312, -0.8995, 1.4597], [1.1605, -0.4799, 0.0831], [1.4546, -1.0053, -0.9750], [1.2558, 0.7369, 0.0960], [1.1574, -0.3189, 2.2503], [1.4038, -1.9556, 1.6063], [2.7136, -0.7651, 1.5111]], "nbo_charge": [-0.516, -0.714, -0.654, 0.443, -0.688, 0.378, 0.206, 0.200, 0.263, 0.248, 0.248, 0.234, 0.195, 0.214, -0.682, 0.467, -0.627, 0.100, 0.214, 0.236, 0.234], "orbital_gap_ev": 8.66, "homo_ev": -8.025, "e_tot_ha": -366.22660, "charge": 0, "multiplicity": 1}

E_LUMO, respectively: -1.96; 1.07; 0.42; 0.48; 0.75; 0.64 eV.